<A>
Here is C8H14O in the gas phase from the Open Molecules 2025 dataset. Energies are from wB97M-V/def2-TZVPD.

XYZ file:
```
23
C8H14O | the Open Molecules 2025 dataset | wB97M-V/def2-TZVPD
C -1.00 0.82 -1.25
C -0.06 0.31 2.49
C 0.38 1.37 -1.60
C -1.41 -0.35 -2.15
C 1.94 -1.49 1.23
C -1.24 0.45 0.27
C -0.13 -0.10 1.05
C 0.76 -0.95 0.50
O -2.33 0.69 0.76
H -1.74 1.62 -1.41
H 0.62 -1.34 -0.50
H 0.79 0.97 2.66
H -0.98 0.83 2.76
H 0.05 -0.56 3.14
H 0.65 2.18 -0.92
H 0.36 1.78 -2.61
H 1.15 0.61 -1.57
H -2.39 -0.73 -1.86
H -1.45 -0.02 -3.19
H -0.69 -1.17 -2.09
H 1.62 -2.25 1.95
H 2.45 -0.71 1.79
H 2.64 -1.95 0.55
```

Calculated values
- total charge = 0
- SMILES = C/C=C(\C)C(=O)C(C)C
- Kohn-Sham gap (eV) = 10.116

***

<B>
Here is C8H14O in the gas phase from the Open Molecules 2025 dataset. Energies are from wB97M-V/def2-TZVPD.

XYZ file:
```
23
C8H14O | the Open Molecules 2025 dataset | wB97M-V/def2-TZVPD
C 1.07 0.29 -0.97
C -0.64 -1.04 0.76
C -0.41 -0.04 -0.35
C 2.13 -0.84 -1.00
C 1.43 1.58 -0.20
C -2.17 -2.56 1.49
C -0.95 1.27 0.20
C 0.12 2.31 -0.10
O -1.82 -1.59 0.50
H -1.06 -0.22 -1.29
H 1.88 -1.73 -1.48
H 2.41 -1.11 0.09
H 2.98 -0.44 -1.42
H 2.22 2.09 -0.73
H 1.02 0.54 -2.10
H 1.77 1.17 0.72
H -2.25 -2.13 2.49
H -1.46 -3.33 1.43
H -3.14 -2.99 1.20
H -1.91 1.63 -0.28
H -1.26 1.26 1.27
H -0.18 2.87 -0.93
H 0.24 2.99 0.68
```

Calculated values
- total charge = 0
- Kohn-Sham gap (eV) = 9.512

***

Energies relative to the most stable structure, in kcal/mol: <A> 0.0; <B> 74.0.

***

<A>
Here is 2 unconnected molecules or ions with the total composition C4H6N2 from the Open Molecules 2025 dataset. Energies are from wB97M-V/def2-TZVPD.

XYZ file:
```
12
C4H6N2 | the Open Molecules 2025 dataset | wB97M-V/def2-TZVPD
C -0.48 -0.11 1.26
C 0.50 -1.52 -0.07
C -0.90 1.09 0.64
C 0.31 0.90 -0.52
N -0.07 -1.25 1.14
N 0.63 -0.45 -0.86
H 0.52 -3.84 0.14
H -1.91 1.03 0.30
H -0.78 2.05 1.16
H -0.02 1.43 -1.30
H 1.13 1.31 -0.03
H 1.07 -0.64 -1.85
```

Calculated values
- total charge = +2
- Kohn-Sham gap (spin up / spin down) (eV) = 8.166 / 10.014

***

<B>
Here is a gas-phase ion, C4H6N2 (charge +2) from the Open Molecules 2025 dataset. Energies are from wB97M-V/def2-TZVPD.

XYZ file:
```
12
C4H6N2 | the Open Molecules 2025 dataset | wB97M-V/def2-TZVPD
C -1.76 0.19 -0.01
C 0.57 -1.16 0.01
C 1.89 -0.47 0.00
C -0.52 1.07 0.01
N -1.88 -0.99 0.00
N 0.49 0.09 0.00
H -2.75 0.73 -0.03
H -0.03 -2.08 0.01
H 2.46 -0.43 -0.93
H 2.47 -0.39 0.91
H -0.47 1.74 -0.87
H -0.48 1.71 0.91
```

Calculated values
- total charge = +2
- Kohn-Sham gap (eV) = 8.196

***

<C>
Here is a gas-phase ion, C4H6N2 (charge +2) from the Open Molecules 2025 dataset. Energies are from wB97M-V/def2-TZVPD.

XYZ file:
```
12
C4H6N2 | the Open Molecules 2025 dataset | wB97M-V/def2-TZVPD
C -1.12 1.05 -0.04
C -2.12 -1.26 -0.02
C 1.92 -1.02 0.02
C 0.49 0.94 0.06
N -1.71 -0.19 -0.01
N 1.13 -0.09 0.05
H -1.26 1.57 0.96
H -2.54 -2.25 0.00
H 2.18 -1.44 -0.90
H 2.51 -1.17 0.88
H -1.47 1.57 -0.94
H 1.09 1.97 0.04
```

Calculated values
- total charge = +2
- SMILES = C#[N+]CC=[N+]=C
- Kohn-Sham gap (eV) = 11.745

***

Energies relative to the most stable structure, in kcal/mol: <A> 137.5; <B> 95.9; <C> 0.0.

***

<A>
Here is C3H7NS in the gas phase from the Open Molecules 2025 dataset. Energies are from wB97M-V/def2-TZVPD.

XYZ file:
```
12
C3H7NS | the Open Molecules 2025 dataset | wB97M-V/def2-TZVPD
C 0.85 1.33 0.56
C 0.10 0.20 -0.16
C 0.24 -1.18 0.50
H 0.27 2.27 0.54
H 0.91 1.04 1.61
H 1.90 1.39 0.21
H -0.39 -1.27 1.39
H -0.22 -1.86 -0.17
H 1.17 -1.61 0.73
H -2.45 0.05 -2.39
N -0.72 0.45 -1.10
S -1.65 -0.82 -1.73
```

Calculated values
- total charge = 0
- SMILES = CC(C)=NS
- Kohn-Sham gap (eV) = 9.752

***

<B>
Here is 2 unconnected molecules or ions with the total composition C3H7NS from the Open Molecules 2025 dataset. Energies are from wB97M-V/def2-TZVPD.

XYZ file:
```
12
C3H7NS | the Open Molecules 2025 dataset | wB97M-V/def2-TZVPD
C -0.76 -0.89 0.44
C -1.28 0.38 0.06
C 2.13 0.77 0.06
N -0.66 -0.49 -0.93
S 2.61 -0.76 0.08
H 0.21 -0.80 0.87
H -1.28 -1.62 0.88
H -2.29 0.61 -0.12
H -0.81 1.29 0.17
H 1.29 1.03 0.77
H 2.08 1.47 -0.77
H -1.23 -0.98 -1.52
```

Calculated values
- total charge = 0
- SMILES = C1CN1.C=S
- Kohn-Sham gap (eV) = 8.318

***

Energies relative to the most stable structure, in kcal/mol: <A> 0.0; <B> 59.6.

***

<A>
Here is 2 unconnected molecules or ions with the total composition C3H7NS from the Open Molecules 2025 dataset. Energies are from wB97M-V/def2-TZVPD.

XYZ file:
```
12
C3H7NS | the Open Molecules 2025 dataset | wB97M-V/def2-TZVPD
C 0.93 -1.58 0.88
C 1.96 -0.99 0.31
C -1.52 1.21 -0.88
N 0.14 -2.45 1.30
S 0.04 2.08 -0.48
H 2.50 -0.08 0.65
H 2.39 -1.53 -0.58
H -0.33 2.46 0.77
H -1.55 0.38 -0.28
H -1.27 0.81 -1.93
H -2.41 1.95 -0.87
H -0.87 -2.27 1.12
```

Calculated values
- total charge = 0
- SMILES = C=C=N.CS
- Kohn-Sham gap (eV) = 9.489

***

<B>
Here is a molecular structure, C3H7NS from the Open Molecules 2025 dataset. Energies are from wB97M-V/def2-TZVPD.

XYZ file:
```
12
C3H7NS | the Open Molecules 2025 dataset | wB97M-V/def2-TZVPD
C -0.18 0.04 -0.31
C 0.70 -1.10 0.20
C 0.66 1.13 0.22
H -1.92 -0.88 -0.09
H -2.13 0.62 -0.43
H -0.09 0.05 -1.41
H 0.53 -1.27 1.26
H 0.58 -1.98 -0.44
H 0.58 1.28 1.25
H 0.70 2.13 -0.33
N -1.57 0.01 0.15
S 2.14 -0.01 -0.07
```

Calculated values
- total charge = 0
- Kohn-Sham gap (eV) = 9.650

***

<C>
Here is C3H7NS in the gas phase from the Open Molecules 2025 dataset. Energies are from wB97M-V/def2-TZVPD.

XYZ file:
```
12
C3H7NS | the Open Molecules 2025 dataset | wB97M-V/def2-TZVPD
C 0.30 0.19 0.13
C -0.45 -1.17 0.06
C -0.68 1.25 -0.29
N 1.73 0.14 -0.11
S 1.44 0.28 1.66
H 0.34 -1.92 0.24
H -0.83 -1.10 -0.96
H -1.21 -1.30 0.71
H -0.99 0.93 -1.29
H -0.28 2.27 -0.33
H -1.53 1.23 0.30
H 2.16 -0.80 -0.13
```

Calculated values
- total charge = 0
- SMILES = CC1(C)NS1
- Kohn-Sham gap (eV) = 9.146

***

Energies relative to the most stable structure, in kcal/mol: <A> 30.0; <B> 0.0; <C> 20.3.

***

<A>
Here is a gas-phase ion, C6H10IN2OS (charge +1) from the Open Molecules 2025 dataset. Energies are from wB97M-V/def2-TZVPD.

XYZ file:
```
21
C6H10IN2OS | the Open Molecules 2025 dataset | wB97M-V/def2-TZVPD
C -1.66 1.91 -0.69
C 0.08 0.69 0.40
C -1.67 -0.59 -0.68
C -1.75 -1.98 -1.30
C -0.25 3.23 0.74
C 2.16 -0.93 1.11
N -0.66 1.93 0.14
N -0.41 -0.42 -0.09
O -2.56 2.34 -1.25
S 1.67 0.85 1.08
I -3.45 -0.32 0.60
H -0.69 -2.31 -1.35
H -2.08 -1.97 -2.28
H -2.33 -2.69 -0.81
H -0.18 3.17 1.80
H 0.80 3.56 0.27
H -0.94 4.10 0.57
H 1.42 -1.48 1.57
H 3.08 -1.10 1.66
H 2.38 -1.19 0.10
H 0.28 -1.27 -0.04
```

Calculated values
- total charge = +1
- Kohn-Sham gap (spin up / spin down) (eV) = 6.738 / 6.740

***

<B>
Here is a gas-phase ion, C6H10IN2OS (charge +1) from the Open Molecules 2025 dataset. Energies are from wB97M-V/def2-TZVPD.

XYZ file:
```
21
C6H10IN2OS | the Open Molecules 2025 dataset | wB97M-V/def2-TZVPD
C 2.78 2.96 -0.28
C 2.09 2.01 -0.22
C -2.26 -0.56 -0.65
C -3.43 -0.65 0.23
C 1.16 0.98 0.12
C 1.95 -0.13 0.93
N -1.15 -0.10 -0.23
N 2.22 -1.25 -0.03
O -2.44 -0.87 -1.94
S 0.19 0.28 -1.19
I 0.71 -0.82 2.57
H 3.40 3.90 -0.26
H -3.96 0.32 0.31
H -3.27 -0.92 1.31
H -4.18 -1.45 -0.01
H 0.42 1.44 0.76
H 2.77 0.42 1.38
H 3.28 -1.28 -0.03
H 1.77 -2.17 0.39
H 1.10 -0.75 -1.07
H -3.17 -1.36 -2.09
```

Calculated values
- total charge = +1
- Kohn-Sham gap (eV) = 9.800

***

Energies relative to the most stable structure, in kcal/mol: <A> 1.6; <B> 0.0.

***

<A>
Here is C21H26N2O5S in the gas phase from the Open Molecules 2025 dataset. Energies are from wB97M-V/def2-TZVPD.

XYZ file:
```
55
C21H26N2O5S | the Open Molecules 2025 dataset | wB97M-V/def2-TZVPD
C -3.69 -3.66 -0.57
H -3.83 -4.70 -0.30
O -4.14 -2.91 0.54
C -4.08 -1.55 0.48
C -4.55 -0.87 1.60
C -4.53 0.50 1.64
C -4.05 1.24 0.56
C -3.59 0.57 -0.56
C -3.61 -0.82 -0.60
H -3.24 -1.31 -1.49
H -3.20 1.10 -1.42
O -4.05 2.61 0.72
C -3.65 3.40 -0.38
C -2.17 3.28 -0.73
O -1.75 3.54 -1.84
N -1.42 2.87 0.33
C -0.07 2.53 0.37
C 0.80 2.76 -0.70
C 2.12 2.36 -0.60
C 2.57 1.74 0.55
C 1.73 1.53 1.62
C 0.41 1.93 1.54
H -0.26 1.76 2.37
H 2.12 1.08 2.52
S 4.26 1.15 0.63
O 4.68 1.21 2.00
O 5.03 1.83 -0.37
N 4.22 -0.46 0.21
C 3.77 -1.40 1.20
H 4.47 -2.25 1.21
C 2.35 -1.94 1.00
H 2.08 -2.48 1.91
C 2.26 -2.90 -0.19
H 3.19 -3.48 -0.23
C 2.02 -2.23 -1.54
C 2.71 -0.88 -1.74
H 2.74 -0.66 -2.81
C 4.14 -0.80 -1.18
H 4.67 -1.75 -1.34
H 4.69 -0.01 -1.70
H 2.13 -0.09 -1.27
H 2.34 -2.91 -2.33
H 0.94 -2.07 -1.67
H 1.46 -3.62 -0.02
H 1.65 -1.12 0.88
H 3.86 -0.89 2.16
H 2.81 2.53 -1.41
H 0.43 3.24 -1.59
H -1.94 2.70 1.18
H -3.85 4.43 -0.07
H -4.25 3.18 -1.27
H -4.89 1.04 2.51
H -4.92 -1.45 2.43
H -4.28 -3.43 -1.47
H -2.63 -3.48 -0.77
```

Calculated values
- total charge = 0
- SMILES = COc1ccc(OCC(=O)Nc2ccc(S(=O)(=O)N3CCCCCC3)cc2)cc1
- Kohn-Sham gap (eV) = 8.881

***

<B>
Here is C21H26N2O5S in the gas phase from the Open Molecules 2025 dataset. Energies are from wB97M-V/def2-TZVPD.

XYZ file:
```
55
C21H26N2O5S | the Open Molecules 2025 dataset | wB97M-V/def2-TZVPD
C -5.56 2.71 2.65
O -4.38 3.01 1.94
C -3.77 1.99 1.27
C -4.22 0.68 1.21
C -3.52 -0.28 0.49
C -2.35 0.06 -0.18
C -1.89 1.37 -0.14
C -2.58 2.33 0.58
O -2.20 3.64 0.69
C -1.00 4.03 0.07
H -0.87 5.08 0.31
H -1.04 3.90 -1.02
H -0.14 3.46 0.46
H -0.99 1.62 -0.67
N -1.69 -0.94 -0.90
C -0.45 -0.90 -1.44
O 0.22 0.11 -1.55
C 0.07 -2.20 -2.07
C 1.55 -2.35 -1.69
N 1.77 -2.87 -0.36
S 1.57 -1.81 0.94
O 2.16 -2.48 2.06
O 0.20 -1.39 1.10
C 2.58 -0.41 0.51
C 2.05 0.86 0.58
C 2.85 1.95 0.26
C 4.18 1.76 -0.11
C 4.70 0.47 -0.16
C 3.90 -0.62 0.15
H 4.28 -1.63 0.12
H 5.73 0.31 -0.45
C 5.04 2.94 -0.45
H 5.17 3.57 0.44
H 6.01 2.63 -0.81
H 4.56 3.55 -1.21
H 2.45 2.95 0.31
H 1.02 0.98 0.87
C 1.09 -4.13 -0.12
C -0.41 -4.01 -0.37
C -0.66 -3.52 -1.79
H -1.73 -3.43 -2.00
H -0.27 -4.26 -2.49
H -0.88 -4.99 -0.22
H -0.82 -3.31 0.37
H 1.30 -4.40 0.91
H 1.54 -4.88 -0.79
H 2.04 -1.37 -1.75
H 2.05 -3.03 -2.39
H 0.03 -2.00 -3.15
H -2.11 -1.85 -0.79
H -3.88 -1.29 0.47
H -5.12 0.39 1.72
H -5.38 1.97 3.43
H -5.86 3.65 3.11
H -6.35 2.36 1.99
```

Calculated values
- total charge = 0
- SMILES = COc1ccc(NC(=O)[C@@H]2CCCN(S(=O)(=O)c3ccc(C)cc3)C2)cc1OC
- Kohn-Sham gap (eV) = 8.262

***

Energies relative to the most stable structure, in kcal/mol: <A> 0.0; <B> 1.4.

***

<A>
Here is 2 unconnected molecules or ions with the total composition C6H14IN2O from the Open Molecules 2025 dataset. Energies are from wB97M-V/def2-TZVPD.

XYZ file:
```
24
C6H14IN2O | the Open Molecules 2025 dataset | wB97M-V/def2-TZVPD
C -0.99 -0.19 1.55
C -1.38 -0.14 -0.83
C -0.08 1.04 1.38
C -0.55 1.15 -1.00
C 0.55 -2.41 -1.00
C 0.17 -1.78 0.13
N -0.95 -0.97 0.31
N -0.53 1.96 0.24
O 0.85 -1.98 1.31
I 3.50 0.10 -0.54
H -0.41 -0.88 2.33
H -2.06 -0.15 1.69
H -2.35 0.07 -0.50
H -1.46 -0.53 -1.83
H 0.02 1.72 2.19
H 0.98 0.89 1.20
H 0.44 0.95 -1.12
H -0.77 1.85 -1.88
H 5.02 0.54 -0.37
H 1.27 -3.12 -1.04
H 0.17 -2.34 -1.92
H -1.43 2.26 0.53
H 0.06 2.74 0.09
H 1.70 -2.18 0.95
```

Calculated values
- total charge = +1
- Kohn-Sham gap (eV) = 8.397

***

<B>
Here is a gas-phase ion, C6H14IN2O (charge +1) from the Open Molecules 2025 dataset. Energies are from wB97M-V/def2-TZVPD.

XYZ file:
```
24
C6H14IN2O | the Open Molecules 2025 dataset | wB97M-V/def2-TZVPD
C 0.18 0.80 -1.33
C 0.60 0.07 0.98
C 0.42 1.30 0.10
C -1.27 -0.87 -0.39
C 1.62 2.23 0.21
C -1.85 -2.45 -0.31
N -0.32 -0.58 -1.34
N -0.67 -0.70 0.98
O -0.85 -3.19 0.32
I -3.16 0.45 -0.44
H -0.52 1.47 -1.85
H 1.12 0.80 -1.89
H 1.39 -0.56 0.56
H 0.85 0.33 2.01
H -0.46 1.85 0.46
H 2.53 1.72 -0.11
H 1.75 2.57 1.23
H 1.47 3.10 -0.42
H -2.07 -2.77 -1.33
H -2.76 -2.42 0.28
H -0.52 -0.91 -2.27
H -0.48 -1.67 1.30
H -1.36 -0.27 1.60
H -0.72 -4.04 -0.10
```

Calculated values
- total charge = +1
- SMILES = C[C@H]1CN[C@@](I)(CO)[NH2+]C1
- Kohn-Sham gap (eV) = 9.696

***

Energies relative to the most stable structure, in kcal/mol: <A> 52.8; <B> 0.0.

***

<A>
Here is C5H6OS2 in the gas phase from the Open Molecules 2025 dataset. Energies are from wB97M-V/def2-TZVPD.

XYZ file:
```
14
C5H6OS2 | the Open Molecules 2025 dataset | wB97M-V/def2-TZVPD
C -1.13 1.38 0.48
C -0.66 0.74 -0.78
C -0.31 0.47 1.30
C 0.19 -0.18 0.07
C 0.31 -1.64 -0.28
O 3.01 -0.05 0.04
S -2.47 0.31 -0.43
S 1.89 0.88 -0.09
H -1.58 2.41 0.47
H -0.37 1.02 -1.81
H 0.26 0.56 2.26
H 1.24 -2.08 -0.18
H -0.01 -1.64 -1.28
H -0.37 -2.17 0.23
```

Calculated values
- total charge = 0
- Kohn-Sham gap (spin up / spin down) (eV) = 8.013 / 7.216

***

<B>
Here is C5H6OS2 in the gas phase from the Open Molecules 2025 dataset. Energies are from wB97M-V/def2-TZVPD.

XYZ file:
```
14
C5H6OS2 | the Open Molecules 2025 dataset | wB97M-V/def2-TZVPD
C 0.17 -1.41 -0.09
C -1.36 -1.28 0.17
C -1.62 0.23 0.25
C -0.35 0.82 0.81
C 0.81 -0.03 0.38
H 0.35 -0.45 -2.35
H 0.73 -2.30 0.33
H -1.93 -1.81 -0.58
H -1.83 -1.57 1.26
H -1.98 0.76 -0.61
H -2.50 0.34 0.93
O 1.98 0.36 0.47
S 0.59 -1.71 -1.84
S -0.26 2.47 1.10
```

Calculated values
- total charge = 0
- SMILES = O=C1C(=S)CC[C@H]1S
- Kohn-Sham gap (eV) = 7.193

***

Energies relative to the most stable structure, in kcal/mol: <A> 67.1; <B> 0.0.